## a
2 unconnected molecules or ions with the total composition C3H11NS2, computed with the ωB97M-V functional and the def2-TZVPD basis.

Structure (XYZ):
```
17
Properties=species:S:1:pos:R:3:mulliken_charge:R:1
C 1.46728 0.86234 -0.93688 -1.09
C 0.08271 0.93043 -1.54495 -0.22
N -0.81342 1.70955 -0.69068 -0.50
H 1.47224 0.60658 0.11898 0.19
H 2.12369 0.14639 -1.43393 0.31
H 1.95417 1.82476 -1.09034 0.38
H 0.18212 1.33363 -2.56098 0.28
H -0.31743 -0.08608 -1.61672 0.25
H -1.70120 1.86662 -1.15055 0.21
H -0.40281 2.61848 -0.50934 0.21
C -1.44176 -1.69649 1.98235 -0.76
S 0.02265 -0.65176 2.09656 -0.04
S 1.48105 -1.88705 1.36538 -0.21
H -1.62498 -2.03029 0.96278 0.26
H -2.28658 -1.08182 2.29187 0.28
H -1.34952 -2.55248 2.64025 0.32
H 1.15180 -1.91279 0.07621 0.13
```

For the LUMO energy, the calculation gives 0.71 eV. The spin multiplicity is 1. As for the SMILES: CCN.CSS.



## b
2 unconnected molecules or ions with the total composition C3H11NS2, computed with the ωB97M-V functional and the def2-TZVPD basis.

Structure (XYZ):
```
17
Properties=species:S:1:pos:R:3:mulliken_charge:R:1
C -0.34146 2.58890 1.35800 -0.71
N 1.08213 2.89851 1.10163 -0.38
C 1.63375 1.87279 0.12716 -0.63
H -0.38288 1.36335 1.57753 0.17
H -0.82393 2.95616 2.23152 0.35
H -0.85927 2.86408 0.52537 0.26
H 1.71818 3.15089 1.89376 0.26
H 2.76759 1.79840 0.25233 0.29
H 1.21935 2.25039 -0.89507 0.22
H 1.32351 0.82244 0.23302 0.18
C -1.99192 -3.35010 -1.19270 -0.81
S -0.70634 -2.11210 -0.74984 -0.04
S 0.84680 -2.97023 -1.90063 -0.21
H -1.99897 -4.05160 -0.45137 0.33
H -1.66240 -3.90698 -2.11316 0.30
H -3.03215 -2.97593 -1.32795 0.27
H 1.20800 -3.19896 -0.66959 0.18
```

For the LUMO energy, the calculation gives 0.26 eV. The spin multiplicity is 1. As for the SMILES: CNC.CSS.



a has the most favorable energy; the next structure is 2.011 eV above.